{"formula": "C20H25F15O10", "method": "ωB97M-V with the def2-TZVPD basis set", "smiles": "CCOC(=O)C(F)(F)F.CCOC(=O)C(F)(F)F.CCOC(=O)C(F)(F)F.CCOC(=O)C(F)(F)F.CCOC(=O)C(F)(F)F", "orbital_gap_ha": 0.4173, "total_energy_ha": -3027.55748, "charge": 0, "de_lowest_ev": 0.769, "e_lumo_ev": 0.3, "symbols": ["C", "C", "O", "C", "O", "C", "F", "F", "F", "H", "H", "H", "H", "H", "C", "C", "O", "C", "O", "C", "F", "F", "F", "H", "H", "H", "H", "H", "C", "C", "O", "C", "O", "C", "F", "F", "F", "H", "H", "H", "H", "H", "C", "C", "O", "C", "O", "C", "F", "F", "F", "H", "H", "H", "H", "H", "C", "C", "O", "C", "O", "C", "F", "F", "F", "H", "H", "H", "H", "H"], "positions_angstrom": [[3.4556, 3.8656, 3.1478], [3.7623, 3.4579, 4.5601], [3.0534, 2.2403, 4.8669], [3.0059, 1.8952, 6.1306], [3.5648, 2.4609, 7.0247], [2.0994, 0.6927, 6.3846], [2.6559, -0.1602, 7.2329], [0.9366, 1.1272, 6.8789], [1.8352, 0.0240, 5.2555], [2.3916, 4.0567, 2.9927], [3.6900, 3.0778, 2.4315], [4.0047, 4.7628, 2.8685], [3.4518, 4.2158, 5.2803], [4.8296, 3.2985, 4.7173], [-0.0475, -1.2592, -3.0541], [-0.4739, -0.0257, -2.3200], [0.1983, 0.2512, -1.0906], [1.4160, 0.7392, -1.1308], [1.9729, 1.1507, -2.1099], [2.1295, 0.7264, 0.2345], [3.2541, 0.0361, 0.0933], [2.3792, 1.9496, 0.6676], [1.3896, 0.1096, 1.1572], [-0.7021, -1.4949, -3.8906], [-0.1616, -2.0893, -2.3495], [0.9573, -1.1825, -3.4686], [-1.5467, -0.0816, -2.1380], [-0.3680, 0.8730, -2.9303], [-3.3527, 0.6076, -0.0833], [-4.3929, -0.5124, -0.1603], [-4.1812, -1.4975, -1.1465], [-3.2167, -2.3691, -0.9758], [-2.4476, -2.3958, -0.0602], [-3.2359, -3.4992, -2.0392], [-4.1348, -3.2380, -3.0101], [-2.0285, -3.6342, -2.5659], [-3.6321, -4.6362, -1.4373], [-2.4237, 0.0978, 0.1811], [-3.5482, 1.2467, 0.7787], [-3.3342, 1.2383, -0.9695], [-5.3843, -0.0741, -0.2592], [-4.3966, -0.9509, 0.8418], [-0.7629, 3.4974, -3.3602], [-1.6418, 3.3054, -4.5951], [-2.0109, 1.9207, -4.7817], [-2.7202, 1.7084, -5.8788], [-3.2027, 2.5706, -6.5440], [-2.9407, 0.2162, -6.2206], [-4.2323, -0.0452, -6.3045], [-2.3606, -0.1166, -7.3646], [-2.3910, -0.5358, -5.2470], [0.2277, 3.0562, -3.5152], [-1.1872, 2.9272, -2.5338], [-0.5511, 4.5354, -3.1230], [-1.2139, 3.7179, -5.5047], [-2.5743, 3.8348, -4.3913], [1.0968, -3.2084, 0.2787], [0.5020, -3.2541, 1.6912], [1.4732, -2.8001, 2.6117], [2.0285, -3.6358, 3.4625], [1.7022, -4.7546, 3.7015], [3.2123, -2.9912, 4.2499], [3.5682, -1.8267, 3.7291], [2.8800, -2.8357, 5.5211], [4.2507, -3.8183, 4.2000], [0.4310, -3.7769, -0.3756], [2.0667, -3.7065, 0.3045], [1.1978, -2.2124, -0.1433], [0.1157, -4.2535, 1.8959], [-0.3873, -2.6195, 1.7008]]}

---

{"formula": "C20H25FN4O2", "method": "ωB97M-V with the def2-TZVPD basis set", "smiles": "Cc1cnc(CN(C)C(=O)[C@H]2CCC(=O)N(CCc3cccc(F)c3)C2)[nH]1", "orbital_gap_ha": 0.3288, "total_energy_ha": -1246.55673, "charge": 0, "de_lowest_ev": 0.009, "e_lumo_ev": 0.6, "symbols": ["C", "C", "C", "N", "C", "C", "N", "C", "C", "O", "C", "C", "C", "C", "O", "N", "C", "C", "C", "C", "C", "C", "C", "F", "C", "C", "N", "H", "H", "H", "H", "H", "H", "H", "H", "H", "H", "H", "H", "H", "H", "H", "H", "H", "H", "H", "H", "H", "H", "H", "H", "H"], "positions_angstrom": [[-1.8605, -2.5583, -2.3910], [-2.5163, -1.6778, -1.3928], [-3.4883, -0.7204, -1.5059], [-3.7672, -0.1785, -0.2894], [-2.9893, -0.7955, 0.5635], [-2.8939, -0.5125, 2.0235], [-1.9578, 0.5846, 2.2755], [-2.5761, 1.8800, 2.4156], [-0.6465, 0.2922, 2.1487], [-0.2951, -0.8526, 1.9082], [0.3639, 1.4266, 2.3236], [1.7637, 0.8588, 2.5975], [2.8463, 1.6569, 1.8757], [2.5997, 1.6043, 0.3827], [3.4500, 1.3381, -0.4411], [1.3117, 1.8753, 0.0570], [0.8926, 1.8594, -1.3261], [0.1672, 0.5544, -1.6935], [1.1547, -0.5699, -1.8167], [1.8622, -0.7470, -3.0005], [2.8133, -1.7438, -3.1166], [3.0776, -2.5868, -2.0513], [2.3677, -2.4005, -0.8809], [2.6063, -3.2228, 0.1660], [1.4124, -1.4116, -0.7442], [0.3811, 2.3226, 1.0619], [-2.2071, -1.7143, -0.0600], [-0.7803, -2.4106, -2.3840], [-2.0615, -3.6063, -2.1683], [-2.2401, -2.3344, -3.3837], [-4.0056, -0.3881, -2.3831], [-3.8705, -0.2252, 2.4107], [-2.5280, -1.4005, 2.5456], [-3.2709, 1.8562, 3.2587], [-1.8454, 2.6616, 2.5935], [-3.1421, 2.1149, 1.5098], [0.0483, 2.0398, 3.1717], [1.9586, 0.8488, 3.6708], [1.7979, -0.1749, 2.2469], [3.8319, 1.2383, 2.0769], [2.8409, 2.6992, 2.2063], [1.7957, 1.9561, -1.9342], [0.2405, 2.7186, -1.5106], [-0.5753, 0.3301, -0.9266], [-0.3522, 0.7004, -2.6422], [1.6664, -0.0930, -3.8376], [3.3570, -1.8654, -4.0412], [3.8178, -3.3682, -2.1156], [0.8894, -1.3041, 0.1932], [0.6422, 3.3467, 1.3689], [-0.6104, 2.3530, 0.6060], [-1.4767, -2.2539, 0.3789]]}

---

{"formula": "C20H25GaN5O8PS", "method": "ωB97M-V with the def2-TZVPD basis set", "orbital_gap_ha": 0.2375, "total_energy_ha": -4317.32143, "charge": 0, "de_lowest_ev": 0.000, "e_lumo_ev": -1.2, "symbols": ["Ga", "O", "C", "O", "C", "C", "C", "N", "C", "C", "C", "O", "O", "H", "H", "H", "C", "N", "C", "P", "O", "N", "C", "C", "N", "C", "C", "H", "H", "H", "H", "H", "H", "H", "H", "H", "H", "H", "H", "H", "H", "H", "H", "H", "H", "O", "S", "O", "N", "C", "O", "C", "C", "C", "C", "C", "C", "H", "H", "H", "H"], "positions_angstrom": [[-0.7259, -0.0230, 1.4437], [-1.3558, 5.3472, 5.3677], [-0.6669, 5.4032, 4.3089], [-0.1383, 6.3600, 3.6807], [-0.4216, 4.0331, 3.6255], [0.0004, 4.0493, 2.2928], [0.0237, 2.8547, 1.6113], [-0.2893, 1.7071, 2.2375], [-0.5656, 1.6557, 3.5505], [-0.6435, 2.8234, 4.2795], [-0.8413, 0.2673, 4.0933], [-0.9558, 0.0771, 5.2731], [-0.9656, -0.6739, 3.1653], [0.2642, 5.0082, 1.8553], [0.2518, 2.7976, 0.5687], [-0.9203, 2.8127, 5.3229], [4.0297, 0.1559, -1.2765], [2.8778, 0.1887, -0.3824], [3.0340, 1.1048, 0.7419], [1.8032, -1.0624, -0.3921], [0.7997, -0.7766, 0.6984], [1.2036, -1.1610, -1.9109], [0.3840, -2.3106, -2.3045], [0.9430, 0.0183, -2.7412], [2.4594, -2.5232, -0.0620], [3.1791, -3.3618, -1.0063], [2.7436, -2.8279, 1.3348], [4.1765, 1.1283, -1.7501], [3.8648, -0.5611, -2.0655], [4.9410, -0.1465, -0.7390], [3.0617, 2.1307, 0.3726], [3.9472, 0.8624, 1.3021], [2.1856, 1.0259, 1.4088], [0.4808, -3.1039, -1.5694], [0.6800, -2.6851, -3.2750], [-0.6754, -2.0515, -2.3325], [1.6332, 0.8195, -2.4750], [-0.0676, 0.3813, -2.5811], [1.0744, -0.2381, -3.7835], [2.8956, -3.0931, -2.0223], [2.9417, -4.4225, -0.8709], [4.2586, -3.2199, -0.8978], [2.1266, -2.2026, 1.9768], [3.7934, -2.6750, 1.5908], [2.4996, -3.8652, 1.5609], [-2.1998, -3.2551, -0.7311], [-3.0918, -2.2411, -0.2522], [-4.1180, -2.5799, 0.6770], [-2.1900, -0.9762, 0.3336], [-2.3071, 0.1011, -0.4439], [-1.5476, 1.0643, -0.1486], [-3.2596, 0.0132, -1.5598], [-3.6156, 0.9899, -2.4969], [-4.5341, 0.6358, -3.4576], [-5.0531, -0.6674, -3.5027], [-4.6732, -1.6434, -2.5721], [-3.7677, -1.2780, -1.6013], [-3.2247, 1.9999, -2.4202], [-4.8522, 1.3623, -4.1725], [-5.7849, -0.9175, -4.2630], [-5.1055, -2.6354, -2.6147]]}

---

{"formula": "C20H25IrN2O4S3Si", "method": "ωB97M-V with the def2-TZVPD basis set", "orbital_gap_ha": [0.2383, 0.1704], "spin_multiplicity": 6, "total_energy_ha": -2775.52526, "charge": 1, "de_lowest_ev": 0.812, "e_lumo_ev": [-4.3, -6.2], "symbols": ["Ir", "C", "C", "N", "O", "C", "C", "N", "O", "H", "H", "H", "H", "H", "H", "H", "O", "C", "C", "C", "C", "C", "S", "C", "C", "C", "C", "S", "C", "C", "C", "C", "S", "H", "H", "H", "H", "H", "H", "H", "H", "H", "C", "Si", "C", "C", "O", "H", "H", "H", "H", "H", "H", "H", "H", "H"], "positions_angstrom": [[-0.5174, 0.1731, 0.4417], [3.8445, 0.1774, 1.5416], [2.3903, -0.1499, 1.4201], [1.7090, -0.1652, 0.3143], [2.2756, 0.1056, -0.8658], [1.6218, -0.5128, 2.6050], [2.2093, -0.6593, 3.9515], [0.2918, -0.6656, 2.4043], [-0.4271, -1.0849, 3.3158], [4.3637, 0.2113, 0.5870], [4.3523, -0.5681, 2.1506], [3.9637, 1.1461, 2.0316], [3.1769, 0.4519, -0.7458], [3.2122, -1.0788, 3.9174], [1.5605, -1.2962, 4.5502], [2.2601, 0.3192, 4.4417], [-0.0250, 2.1662, 0.2065], [-1.2857, 2.7592, 0.4804], [-2.2049, 2.4755, -0.7038], [-3.4969, 2.8030, -0.9527], [-3.9313, 2.3556, -2.2380], [-2.9522, 1.7181, -2.9318], [-1.4845, 1.6871, -2.0558], [-1.1883, 4.2580, 0.6450], [-1.8566, 5.0618, 1.5154], [-1.5652, 6.4429, 1.3190], [-0.6839, 6.6421, 0.3059], [-0.1985, 5.1709, -0.4200], [-1.7767, 2.0942, 1.7573], [-2.9665, 1.4818, 2.0827], [-3.0511, 1.1299, 3.4509], [-1.9449, 1.5095, 4.1532], [-0.7841, 2.2857, 3.1731], [-4.1250, 3.3440, -0.2566], [-4.9326, 2.5025, -2.6177], [-3.0052, 1.3048, -3.9265], [-2.5383, 4.6889, 2.2696], [-1.9781, 7.2428, 1.9160], [-0.2910, 7.5766, -0.0620], [-3.7461, 1.3025, 1.3553], [-3.8952, 0.6252, 3.8972], [-1.7464, 1.3568, 5.2034], [-3.8176, -2.0972, 1.8980], [-3.4127, -1.7663, 0.0988], [-3.1159, -3.4012, -0.7455], [-4.8125, -0.8783, -0.7444], [-2.0308, -0.8641, 0.0151], [-4.2854, -3.0775, 2.0046], [-4.5036, -1.3447, 2.2947], [-2.9039, -2.0776, 2.4982], [-4.0320, -3.9950, -0.7438], [-2.3311, -3.9608, -0.2309], [-2.8048, -3.2421, -1.7809], [-5.7682, -1.3652, -0.5393], [-4.6537, -0.8741, -1.8251], [-4.8780, 0.1632, -0.4195]]}